{
  "formula": "C5H5FLiO3Rb",
  "method": "wB97M-V/def2-TZVPD",
  "homo_energy_ev": -6.96,
  "max_force_ha_per_bohr": 0.231,
  "total_charge": 0,
  "elements": ["C", "C", "O", "C", "O", "H", "H", "C", "C", "O", "Rb", "Li", "F", "H", "H", "H"],
  "positions_angstrom": [[1.85220, 1.78316, 0.79589], [0.98539, 1.52151, 1.84765], [-1.15682, 1.06852, 2.70344], [-0.34428, 0.97889, 1.74059], [1.68847, 1.53331, -0.44087], [2.74242, 2.38536, 1.06876], [1.28560, 1.85906, 2.83985], [-3.12565, -2.02568, 1.01208], [-1.77574, -1.99474, 1.24872], [-0.70914, 0.29678, 0.67635], [0.82136, 1.11462, -2.07582], [-2.62797, 0.35376, 1.69092], [-3.54255, -2.17475, -0.28087], [-3.82429, -2.41177, 1.76088], [-1.09538, -2.21066, 0.42113], [-1.48666, -2.08591, 2.29911]],
  "lowdin_charge": [-0.3405, -0.0553, -0.1505, -0.7043, -0.7133, 0.1030, 0.0907, -0.2440, 0.0225, -0.2095, 1.2015, 0.7472, -0.0361, 0.1105, 0.0894, 0.0886]
}

{
  "formula": "C8H7NO2",
  "method": "wB97M-V/def2-TZVPD",
  "homo_energy_ev": -8.34,
  "relative_energy_kj_mol": 56.9,
  "smiles": "Cn1c(=O)oc2ccccc21",
  "max_force_ha_per_bohr": 0.077,
  "total_charge": 0,
  "elements": ["C", "C", "C", "C", "C", "C", "C", "C", "H", "H", "H", "H", "H", "H", "H", "N", "O", "O"],
  "positions_angstrom": [[2.11765, 1.47149, -0.00062], [1.97583, -1.05276, 0.03757], [-0.26572, -1.30147, -0.09643], [-1.49862, -1.80691, -0.12566], [-2.55012, -0.74241, 0.07391], [-2.22591, 0.60970, 0.00614], [-0.94852, 1.07070, -0.06527], [0.02505, 0.08386, -0.10866], [1.64258, 2.26562, -0.67633], [2.17576, 1.77328, 1.06182], [3.20614, 1.22588, -0.43287], [-1.66050, -2.94122, -0.08973], [-3.57013, -1.06470, 0.20689], [-3.14088, 1.23520, 0.18726], [-0.73518, 2.15156, 0.11535], [1.39531, 0.22950, -0.14669], [3.13501, -1.27092, 0.06449], [0.92223, -1.93640, -0.01122]],
  "nbo_charge": [-0.4240, 0.8836, 0.2296, -0.2351, -0.2132, -0.2283, -0.2647, 0.1349, 0.2187, 0.2092, 0.2454, 0.2423, 0.2161, 0.2225, 0.2285, -0.4377, -0.5746, -0.4531]
}

{
  "formula": "C24H53BrNO6PS",
  "method": "wB97M-V/def2-TZVPD",
  "homo_energy_ev": -8.41,
  "max_force_ha_per_bohr": 0.016,
  "total_charge": 0,
  "elements": ["C", "O", "C", "Br", "C", "N", "C", "C", "C", "C", "C", "C", "P", "S", "H", "H", "H", "H", "H", "H", "H", "H", "H", "H", "H", "H", "H", "C", "C", "C", "O", "H", "H", "H", "H", "H", "H", "H", "H", "C", "C", "C", "O", "H", "H", "H", "H", "H", "H", "H", "H", "C", "C", "C", "O", "H", "H", "H", "H", "H", "H", "H", "H", "C", "C", "C", "O", "H", "H", "H", "H", "H", "H", "H", "H", "C", "C", "C", "O", "H", "H", "H", "H", "H", "H", "H", "H"],
  "positions_angstrom": [[6.18186, -1.32378, -1.64845], [6.99777, -0.19536, -1.93736], [6.57959, 1.04337, -1.45984], [5.95764, 0.98338, 0.38053], [5.56203, 1.68211, -2.44641], [4.44010, 2.38858, -1.85634], [3.28327, 1.58283, -1.54314], [2.79997, 0.59823, -2.40293], [1.65851, -0.12933, -2.07485], [0.99965, 0.11525, -0.88273], [1.46931, 1.10624, -0.02964], [2.60701, 1.83761, -0.36200], [8.15009, 2.01265, -1.39911], [8.03965, 3.89069, -0.93891], [6.46901, -2.09572, -2.36042], [5.12137, -1.09057, -1.77897], [6.36649, -1.67878, -0.63399], [5.27661, 0.87640, -3.12873], [6.11463, 2.41262, -3.04403], [4.14716, 3.09210, -2.52543], [3.31188, 0.40899, -3.34121], [1.28142, -0.88801, -2.75193], [0.12177, -0.46256, -0.61650], [0.96136, 1.32868, 0.90177], [2.98207, 2.61317, 0.29431], [8.66815, 1.73760, -2.67286], [8.91032, 1.24209, -0.51520], [-1.42221, -4.58350, 0.87891], [-0.87614, -3.17349, 1.01261], [-0.89152, -2.70201, 2.45847], [-1.62124, -2.28348, 0.18371], [-2.45969, -4.59543, 1.22181], [-1.40924, -4.89662, -0.16572], [-0.85081, -5.30481, 1.46512], [0.14514, -3.12462, 0.62986], [-1.91851, -2.70261, 2.83682], [-0.49608, -1.68738, 2.53188], [-0.29406, -3.35182, 3.09878], [-2.54366, -2.31261, 0.46590], [1.84612, 2.04770, -6.92521], [2.02518, 2.71159, -5.56980], [1.19262, 3.97631, -5.44175], [3.40676, 2.98724, -5.31724], [2.16931, 2.72309, -7.72265], [2.44749, 1.14087, -6.98947], [0.80214, 1.78695, -7.10191], [1.73976, 2.01194, -4.78192], [1.49721, 4.70708, -6.19670], [1.33345, 4.42787, -4.45996], [0.13146, 3.76623, -5.57882], [3.71134, 3.60847, -5.98809], [0.47602, 4.47690, 3.00081], [-0.86154, 3.87452, 2.59936], [-1.94806, 4.18202, 3.61821], [-0.74516, 2.46811, 2.40453], [0.80460, 4.05880, 3.95655], [1.23727, 4.25001, 2.25411], [0.40764, 5.56014, 3.10912], [-1.15592, 4.26641, 1.62391], [-1.68515, 3.75229, 4.58857], [-2.89651, 3.74507, 3.30640], [-2.08037, 5.25776, 3.74338], [-0.50625, 2.07072, 3.25031], [-6.17098, -5.96216, 1.56237], [-6.14056, -4.55704, 0.98302], [-7.20930, -4.35816, -0.07923], [-4.84584, -4.25682, 0.45888], [-5.98004, -6.69785, 0.77603], [-5.40219, -6.07869, 2.32610], [-7.14108, -6.18519, 2.00764], [-6.28775, -3.83138, 1.78501], [-7.04714, -5.04997, -0.91055], [-7.17266, -3.34318, -0.47396], [-8.20594, -4.53991, 0.32426], [-4.66549, -4.87295, -0.26017], [-3.77832, -1.53357, 5.04833], [-3.74143, -0.11819, 4.49360], [-4.69272, 0.05349, 3.31974], [-2.41674, 0.25135, 4.12007], [-3.47070, -2.24827, 4.27976], [-3.09503, -1.63229, 5.89167], [-4.78247, -1.80182, 5.37945], [-4.01022, 0.58445, 5.28473], [-4.40492, -0.61463, 2.50253], [-4.65516, 1.07566, 2.94424], [-5.72000, -0.17855, 3.60443], [-2.13337, -0.33256, 3.40653]],
  "lowdin_charge": [-0.1081, -0.2744, -1.0130, 0.8010, -0.2460, -0.0094, -0.3033, -0.0571, -0.0841, -0.0829, -0.0632, -0.0514, 0.3073, 0.1138, 0.0949, 0.0792, 0.0697, 0.1070, 0.1073, 0.1163, 0.1047, 0.1025, 0.0886, 0.0852, 0.1061, -0.0029, -0.0131, -0.0585, -0.4911, -0.0480, -0.0578, 0.0608, 0.0820, 0.0811, 0.1363, 0.0594, 0.0772, 0.0869, 0.0795, -0.0598, -0.5021, -0.0578, -0.0633, 0.0809, 0.0782, 0.0805, 0.1232, 0.0813, 0.0794, 0.0811, 0.0866, -0.0578, -0.4991, -0.0591, -0.0676, 0.0825, 0.0713, 0.0794, 0.1376, 0.0824, 0.0741, 0.0780, 0.0802, -0.0603, -0.5006, -0.0608, -0.0689, 0.0820, 0.0786, 0.0803, 0.1352, 0.0819, 0.0795, 0.0804, 0.0902, -0.0555, -0.4941, -0.0517, -0.0583, 0.0588, 0.0816, 0.0797, 0.1366, 0.0761, 0.0768, 0.0793, 0.0602]
}

{
  "formula": "C40H41IrN9O6",
  "method": "wB97M-V/def2-TZVPD",
  "homo_energy_ev": -4.11,
  "relative_energy_kj_mol": 48.1,
  "max_force_ha_per_bohr": 0.008,
  "total_charge": -1,
  "elements": ["Ir", "O", "C", "O", "C", "C", "C", "C", "C", "O", "C", "C", "O", "O", "H", "H", "H", "H", "H", "H", "H", "H", "C", "N", "C", "N", "C", "N", "C", "C", "C", "C", "C", "C", "C", "N", "N", "C", "O", "C", "C", "C", "C", "C", "C", "N", "C", "N", "C", "N", "C", "H", "H", "H", "H", "H", "H", "H", "H", "H", "H", "H", "H", "H", "H", "H", "H", "C", "C", "C", "C", "C", "C", "C", "C", "C", "C", "C", "C", "N", "H", "H", "H", "H", "H", "H", "H", "H", "H", "H", "H", "H", "H", "H", "H", "H", "H"],
  "positions_angstrom": [[-1.80177, 0.64036, 0.95714], [-5.17499, -1.87263, 1.00765], [-4.22519, -1.26376, 1.47628], [-3.20796, -0.87311, 0.77248], [-4.13305, -1.08375, 2.99011], [-2.87532, -1.79455, 3.53269], [-3.00057, -2.01061, 5.04792], [-2.75239, -0.57295, 5.57706], [-2.55816, 0.19554, 4.26107], [-1.87234, -0.77959, 3.45767], [-3.93354, 0.34804, 3.57773], [-4.07825, 1.58454, 2.67255], [-5.02760, 2.32361, 2.90090], [-3.19906, 1.85199, 1.76620], [-5.03184, -1.53791, 3.40329], [-2.56218, -2.66143, 2.95370], [-3.97209, -2.41650, 5.33023], [-2.22750, -2.69609, 5.39557], [-3.58593, -0.17968, 6.15826], [-1.85217, -0.52328, 6.18979], [-1.96593, 1.10673, 4.31878], [-4.70050, 0.52325, 4.32915], [4.09143, 1.59166, -2.46753], [2.68772, 1.39984, -2.75217], [1.74281, 0.86329, -1.96531], [0.67267, 0.56665, -2.67582], [1.03481, 0.94337, -3.92918], [2.24836, 1.43942, -4.03127], [4.90376, 0.33347, -2.69862], [6.28456, 0.33720, -2.53050], [7.02412, -0.81457, -2.75152], [6.40282, -1.99356, -3.13574], [5.02512, -2.00234, -3.30105], [4.28659, -0.84173, -3.09000], [4.28592, -3.21030, -3.67529], [4.64692, -4.26390, -4.31836], [3.51512, -5.06616, -4.42847], [2.55427, -4.42488, -3.86191], [2.96615, -3.23811, -3.34877], [1.13565, -4.76195, -3.69421], [0.47554, -5.54263, -4.63326], [-0.87832, -5.78619, -4.47801], [-1.56882, -5.26227, -3.39845], [-0.91486, -4.49302, -2.44159], [-1.67075, -4.03762, -1.21031], [-1.08732, -2.91504, -0.50526], [-1.10960, -1.61964, -0.79910], [-0.54597, -0.93396, 0.18960], [-0.18715, -1.90082, 1.08248], [-0.49912, -3.11300, 0.70707], [0.44288, -4.24263, -2.59810], [4.18431, 1.93075, -1.43574], [4.44505, 2.38774, -3.12219], [1.85862, 0.74719, -0.89491], [0.38438, 0.85707, -4.78434], [6.78770, 1.24510, -2.21782], [8.09719, -0.79525, -2.61267], [6.97278, -2.89766, -3.30235], [3.21812, -0.87326, -3.23845], [1.02148, -5.93803, -5.47920], [-1.40472, -6.38026, -5.21359], [-2.63149, -5.45022, -3.29749], [-1.66391, -4.84957, -0.48341], [-2.71200, -3.80279, -1.43265], [-1.54508, -1.19621, -1.69147], [0.28503, -1.67902, 2.02459], [0.97061, -3.64253, -1.86968], [2.41041, 2.75185, 1.73914], [1.34577, 2.44992, 2.80153], [1.15311, 0.93932, 2.91536], [0.12245, 3.32006, 2.54543], [-0.05449, 4.41510, 3.38296], [-0.99216, 5.39561, 3.11175], [-1.69638, 5.31833, 1.92284], [-1.56276, 4.25113, 1.04198], [-2.18717, 4.43377, -0.33822], [-3.23566, 3.43493, -0.82438], [-1.06429, 4.57967, -1.36757], [-0.72217, 3.17307, 1.41884], [-0.62288, 1.98377, 0.68924], [3.32747, 2.18885, 1.93312], [2.65081, 3.81651, 1.71457], [2.03020, 2.46308, 0.75689], [1.73862, 2.78992, 3.76578], [0.94444, 0.50548, 1.93936], [0.32827, 0.67326, 3.57709], [2.07137, 0.49058, 3.30766], [0.57718, 4.50122, 4.26150], [-1.13801, 6.22770, 3.78885], [-2.37851, 6.11821, 1.65484], [-2.69441, 5.40263, -0.27988], [-2.81664, 2.44122, -0.96705], [-3.62603, 3.78051, -1.78718], [-4.05678, 3.34644, -0.11684], [-0.47770, 3.66368, -1.39607], [-0.39831, 5.40627, -1.10856], [-1.47082, 4.75606, -2.36721]],
  "lowdin_charge": [1.2674, 0.0395, -0.5885, -0.2112, -0.1048, -0.2646, -0.0977, -0.0999, -0.2564, -0.1327, -0.1026, -0.5758, 0.0365, -0.1874, 0.1451, 0.1525, 0.1108, 0.1066, 0.1104, 0.1070, 0.1539, 0.1399, -0.0781, -0.1587, -0.1589, 0.0999, -0.2240, 0.1000, -0.1745, -0.0372, -0.0708, -0.0217, -0.1299, 0.0402, -0.2887, 0.1155, 0.1142, -0.2922, 0.1228, -0.1333, -0.0248, -0.0695, -0.0361, -0.1774, -0.0684, -0.1199, -0.1442, -0.0614, -0.2111, 0.1289, 0.0429, 0.1322, 0.1323, 0.1214, 0.1005, 0.1154, 0.1036, 0.1158, 0.1127, 0.1155, 0.1048, 0.1168, 0.1353, 0.1396, 0.1411, 0.1072, 0.1249, -0.0739, -0.3732, -0.0888, -0.1660, -0.0698, -0.1059, -0.0545, -0.1531, -0.3722, -0.0818, -0.0730, -0.2879, -0.1266, 0.0698, 0.0792, 0.0485, 0.1178, 0.0239, 0.0642, 0.0763, 0.0995, 0.0878, 0.1047, 0.1163, 0.0394, 0.0705, 0.0731, 0.0585, 0.0763, 0.0701]
}